C10H29NNaO8P | ωB97M-V/def2-TZVPD

## Properties
E_LUMO in eV: 3.7
2S+1: 1
Charge: -2
Energy relative to the best compared isomer or geometry (same formula, charge and spin) in kcal/mol: 15.20

The geometry in XYZ format:
```
50
Properties=species:S:1:pos:R:3:lowdin_charge:R:1
H -2.80865 2.46747 -2.48808 0.0643
H 5.86745 0.89054 0.75541 0.0560
O -1.38046 1.71993 -0.21711 -0.0838
C 4.82139 0.68407 0.50498 -0.1150
C -2.76486 0.84888 2.84701 -0.4021
H 4.03232 1.55822 2.38285 0.1056
H 1.23422 -0.09452 -2.21027 0.1299
C 2.60531 -1.63507 -2.75069 -0.0658
H -1.73160 -0.81089 3.10511 -0.0375
O 1.15093 0.28352 3.35049 -0.4126
H 4.73867 -0.30906 0.05809 0.0594
H -3.10070 0.69740 -0.01054 0.1000
H 2.13316 -1.01910 -0.09226 0.0582
H 2.76031 -2.70064 -2.56893 0.0801
H -3.40639 3.10043 -0.91809 0.0757
P 0.50083 -1.11606 3.66190 0.0083
O 0.32498 -1.84247 2.26392 -0.4864
H 4.32225 -0.14615 2.39818 0.1182
H 2.58491 -1.46969 -3.83808 0.0669
H 1.08953 -2.29307 -0.30512 0.0823
C -2.52979 1.12446 -0.83058 -0.2700
H -4.31615 1.88666 -1.86459 0.0683
C -4.26642 1.04529 2.81846 -0.1179
Na 0.04180 0.11871 1.10706 0.3534
O 2.64590 0.32859 1.37731 -0.1854
H -0.76299 -1.59070 -2.01458 0.1239
H 4.48774 1.40806 -0.24425 0.0587
C -3.32449 2.21834 -1.55173 -0.0856
C 0.10668 -1.90668 -2.60582 -0.1975
O 1.33055 -1.97948 4.60795 -0.4845
C -0.71959 -0.55022 -4.33560 -0.1403
H -2.26731 0.36096 -1.56723 0.0945
H -1.80151 -0.60174 -4.13587 0.0847
H 2.05671 0.23204 2.27137 0.0004
H -4.72330 0.32267 3.49303 0.0661
N 1.34619 -1.36990 -0.63170 0.0637
H 0.22320 -2.97870 -2.42664 0.1335
H -0.60148 -0.33486 -5.40087 0.0793
C 1.32840 -1.18256 -2.07795 -0.4433
H -1.04204 2.37054 -0.84157 0.0850
H 3.46740 -1.06237 -2.40589 0.0661
H -4.51656 2.10327 2.95499 0.0541
O -2.40974 -0.41174 2.34984 -0.1871
H -0.30875 0.32901 -3.81987 0.0819
H -2.24537 1.61502 2.24267 0.0872
O -0.99563 -1.02404 4.17505 -0.3927
H -2.38666 0.99065 3.86689 0.1074
O -0.08929 -1.74614 -3.99868 -0.1830
C 3.94970 0.66449 1.74504 -0.3688
H -4.65083 0.80660 1.81496 0.0462
```

=====

C10H30AgN8O6 | ωB97M-V/def2-TZVPD

## Properties
E_LUMO (alpha / beta) in eV: 2.5 / 2.1
2S+1: 3
Charge: -1
⟨S²⟩: 2.01

The geometry in XYZ format:
```
55
Properties=species:S:1:pos:R:3:lowdin_charge:R:1
H -1.39025 -3.74961 -1.67902 0.0685
H -0.23994 -3.58246 1.60816 0.1107
C 1.39518 -3.16676 0.62720 -0.8702
H 0.48663 2.29094 -4.07136 0.0545
H -3.62719 0.83582 -0.52078 0.1278
H -3.97491 -0.66453 2.54374 0.0559
H -4.00668 2.28538 -1.40399 0.0979
O -0.48127 -1.62210 -1.58117 -0.0019
N 2.19271 -3.85661 -0.18192 0.1415
C 0.86617 1.40720 -3.55848 -0.0867
H 2.97596 3.37878 1.64172 0.1094
N -1.86571 3.37937 -1.14917 0.1676
H 2.32288 2.35369 0.26514 0.0819
Ag 0.09515 -0.23440 0.22494 1.0181
H -3.38355 -2.03100 3.43777 0.0713
H 2.55102 3.10838 3.54273 0.1098
H -1.41308 -3.91107 -3.42744 0.0122
C -2.12201 2.12906 -0.74780 -0.7222
O 0.99416 1.07673 1.80186 -0.0354
N 1.83775 2.43668 3.29745 0.1768
H 2.07490 -4.84980 -0.04121 0.0397
H 2.49674 3.53544 -2.93424 0.0671
C 1.57362 1.81532 -2.22717 -0.6041
H -3.59567 -0.38556 4.14559 0.0639
H 1.20470 2.02991 3.97117 0.1281
H 3.14516 3.11514 -1.35215 0.0471
H -2.63872 3.88425 -1.55862 0.0915
H 2.86090 -3.52805 -0.86432 0.0949
C 1.69237 2.06437 2.09405 -0.7766
C -0.92406 -0.96210 4.12603 -0.1137
H 0.59530 -4.91378 0.86221 0.0667
H -0.02475 0.80431 -3.38272 0.0538
N 0.58579 -3.94725 1.15517 0.1796
H 3.64267 2.19757 -2.76120 0.0705
O 1.61176 0.72143 -1.31480 -0.3311
O 1.38345 -1.98596 0.69345 -0.0023
H -0.91333 3.71544 -1.13804 0.1015
H -1.22161 -0.31818 4.95363 0.0575
C -1.79661 -0.61936 2.94482 -0.5830
C -3.23885 -0.96064 3.29116 -0.0903
H 1.52440 0.84564 -4.22141 0.0609
N -3.33441 1.72503 -0.89984 0.1691
O -1.24025 -1.29623 1.81815 -0.2779
H 0.72472 -1.20035 -3.50980 0.0917
O -1.34011 1.41280 -0.10597 -0.0420
N 2.35702 2.70704 1.21070 0.2033
N -1.22839 -3.36437 -2.59853 0.1108
N 0.09596 -1.98513 -3.60407 0.1745
C -0.56523 -2.25341 -2.56550 -1.0072
H 0.83999 2.50231 -1.80534 0.0710
H -0.98304 -1.93997 4.60395 0.0650
H 0.15006 -0.84010 3.98647 0.0663
H 0.19143 -2.75808 -4.24713 0.0435
H -1.71353 0.46670 2.90400 0.1109
C 2.79471 2.70206 -2.29801 -0.0886
```

=====

C10H30B2CaF10KO5 | ωB97M-V/def2-TZVPD

## Properties
E_LUMO in eV: 1.2
2S+1: 1
Charge: -1
Energy relative to the best compared isomer or geometry (same formula, charge and spin) in kcal/mol: 0.00

The geometry in XYZ format:
```
59
Properties=species:S:1:pos:R:3:lowdin_charge:R:1
C -0.00114 4.62644 -3.43600 -0.0932
H -2.17882 -2.99778 -0.96896 0.1208
H -0.62499 -1.59435 -1.35862 0.0478
H -0.61988 -4.40967 2.23359 0.0772
C -2.05540 -0.55902 3.69417 -0.3145
B -3.61515 1.29345 -3.72237 -1.2731
F 3.91481 -1.42316 -0.27584 -0.7358
Ca 2.01431 -2.37689 -1.15678 1.4859
H -0.89665 0.17768 5.36686 0.0707
O 0.15133 4.68961 -1.11758 -0.1125
H -0.85652 -4.15765 -0.59620 0.0940
F 1.00032 -0.55741 -0.32486 -0.0225
F -2.48871 1.39432 -4.49149 0.1603
H -0.95772 -3.07690 3.23395 0.0630
C -1.27147 -3.48040 -1.34264 -0.2888
H 4.23997 2.84862 2.61631 0.0573
F -0.89556 0.14394 0.65539 0.1014
C 0.97174 4.57558 -2.29793 -0.2931
H -0.81019 -4.28699 -3.27814 0.0797
H -0.75727 3.84145 -3.35044 0.0754
H 3.46065 3.51637 0.18730 0.0929
F -3.87630 2.47114 -2.95659 0.0302
H 4.00968 1.14570 1.93082 0.0738
O 1.46145 -3.49236 0.90620 -0.1945
K -3.47592 1.09061 -0.46729 0.9771
C 3.70528 2.19398 1.92735 -0.0888
H 5.09223 2.68235 0.32349 0.1049
F -3.38484 0.21482 -2.81097 -0.0305
C -0.54722 -3.31669 2.25406 -0.0689
O -0.28495 -2.47139 -1.58615 -0.2013
H 0.62225 4.73969 -0.28467 0.0646
H -0.68339 5.48747 -3.45083 0.0706
C 0.94387 -2.93218 2.14958 -0.2196
H -2.19528 -5.08652 -2.39015 0.0725
H 1.67703 -4.39073 1.16634 0.0934
H 1.09210 -1.86260 2.24074 0.1170
H 0.38533 4.61777 -4.45577 0.0737
H 1.38219 3.56476 -2.23937 0.1102
H -2.41311 -3.55140 -3.17611 0.0801
C 4.01437 2.61738 0.47041 -0.3155
F -4.82572 1.03956 -4.37347 0.0996
F 2.32965 -0.72106 -2.73858 -0.7167
H 1.44376 -3.52843 2.91413 0.1150
O 3.62240 1.54983 -0.38206 -0.0826
C -1.68219 -4.15503 -2.63884 -0.0682
H -2.28761 0.49624 3.51709 0.1087
F 0.42048 1.63751 -0.50496 0.1323
H -1.96796 -1.16313 2.79817 0.0787
H 2.62248 2.15550 2.06143 0.0588
F -0.86023 0.08570 -1.61683 0.1529
B -0.11767 0.33522 -0.48039 -1.2799
H -3.21933 -0.62948 5.23660 0.0779
C -0.72842 -0.39231 4.45001 -0.0863
O -2.96426 -1.25793 4.55322 -0.0860
H 2.66309 1.53464 -0.37267 0.0458
H -1.05706 -2.95069 1.36783 0.0610
H 0.07368 0.07665 3.88185 0.0772
H -0.43781 -1.38726 4.79784 0.0652
H 1.72427 5.36545 -2.29117 0.1047
```

=====

Total energy list, top to bottom, in a.u.: -1558.855308; -1435.363873; -3101.765335